No. 1
Entry from the Open Molecules 2025 dataset: a structure of composition C15H20ClNO (wB97M-V/def2-TZVPD).

```
38
Properties=species:S:1:pos:R:3:forces:R:3
O -1.30598 -3.01128 -0.80676 -1.19 -0.91 -1.06
C -0.61888 -2.37153 -0.05743 -11.11 7.01 -5.31
N -0.94539 -1.01465 0.27061 -5.56 -7.09 -7.37
H -0.45476 -0.64400 0.91808 3.47 3.88 5.21
C -2.06397 -0.49268 -0.56958 5.21 6.98 8.18
C -1.49873 0.32600 -1.55836 2.72 0.28 -6.59
H -2.23751 1.01978 -1.83598 -1.00 1.07 -0.95
H -1.30024 -0.31601 -2.50902 -0.45 0.85 1.22
C -0.14965 1.10104 -1.41319 -1.72 1.85 1.74
H 0.41672 1.26019 -2.28444 0.06 0.00 -1.68
H 0.49810 0.56352 -0.79114 1.00 -1.13 0.85
C -0.27388 2.46674 -0.61553 5.88 -5.09 3.36
C -0.87048 2.07269 0.71337 -3.52 10.84 -0.72
C -2.37832 2.12874 0.70746 2.09 -7.32 -2.93
C -2.86051 0.56672 0.44319 -0.12 -0.88 5.52
H -3.97736 0.55269 0.42143 0.75 -0.15 -0.90
H -2.74491 -0.04367 1.61031 -0.21 1.77 -3.19
H -2.77550 2.53639 -0.12847 -0.67 2.05 -2.85
H -2.80947 2.58211 1.46732 -2.03 1.41 3.99
H -0.76071 3.23545 1.48855 0.45 -3.06 -1.97
H -0.49913 1.45125 1.33584 2.86 -4.73 3.62
H -0.78885 3.23152 -0.95519 -2.36 3.50 -2.25
H 0.84687 2.82820 -0.27841 -2.49 -0.70 -1.51
H -2.85641 -0.99877 -0.65411 -5.00 -5.33 -1.82
C 0.43144 -2.72856 0.49062 12.15 -9.91 11.59
C 1.67870 -1.95352 0.50892 -3.63 -3.33 -4.01
C 1.97302 -1.22551 1.47833 3.35 10.16 6.66
C 3.00706 0.03759 1.20328 -7.53 -7.90 2.88
C 3.53887 -0.17690 0.12309 5.80 1.27 -6.97
C 3.31135 -1.11083 -0.88603 1.70 1.41 -3.21
C 2.27966 -1.86967 -0.74926 -1.80 -5.24 -2.54
H 1.95657 -2.72378 -1.58114 0.78 2.62 2.19
H 3.82281 -1.03801 -1.88453 -0.23 0.00 1.45
Cl 4.84397 0.88606 -0.33244 1.03 0.98 -0.29
H 3.21495 0.53356 1.98878 1.56 4.05 4.86
H 1.50536 -0.82696 2.47737 0.14 -2.27 -1.90
H 0.19625 -2.95372 1.61753 -0.23 1.57 -1.05
H 0.64894 -3.88019 0.62694 -0.13 1.49 -2.29
```
Positions in Å, forces in eV/Å.

Calculated values
Highest occupied orbital energy: -9.4 eV
HOMO-LUMO gap: 9.7 eV
Max |F|: 0.37912 Eh/bohr
Energy above the lowest of the compared OMol25 structures with the same formula, charge and spin: 294.9 kcal/mol
E_LUMO: 0.0142 hartree
Multiplicity: 1

The Mulliken scheme yields these atomic charges, measured in e: -0.679, 0.036, 0.090, 0.276, -0.373, -1.029, 0.627, 0.343, 0.023, 0.466, -0.335, -1.031, -0.872, -1.066, -1.015, 0.428, 0.217, 0.434, 0.676, 0.310, 0.687, 0.522, 0.235, 0.720, -0.713, -0.001, 0.149, -1.012, 0.437, -0.363, -0.601, 0.235, 0.318, -0.250, 0.892, 0.257, 0.486, 0.476



No. 2
Entry from the Open Molecules 2025 dataset: a structure of composition C23H32IrN7O3PS (wB97M-V/def2-TZVPD).

```
68
Properties=species:S:1:pos:R:3:forces:R:3
Ir 0.46900 0.11190 -0.82010 -0.12 0.12 -0.06
N 1.22961 0.12472 3.42895 0.01 -0.01 0.01
C 1.20387 0.49354 2.16442 -0.02 -0.01 -0.01
N 0.63112 -0.21541 1.21715 0.03 0.10 0.03
C -0.00736 -1.42146 1.53455 -0.04 -0.02 -0.03
N -0.58288 -2.13467 0.60771 0.02 0.05 0.03
N -0.48103 -1.55334 -0.62462 -0.01 -0.05 0.01
C -0.97130 -2.08510 -1.68891 0.00 -0.01 -0.01
C -0.72944 -1.36124 -2.93298 0.00 0.01 0.01
C -1.15837 -1.80341 -4.16919 0.00 0.00 0.00
C -0.83214 -1.06017 -5.30001 0.00 -0.01 0.00
C -0.08199 0.09318 -5.15577 0.01 0.01 0.00
C 0.31336 0.49154 -3.88544 0.00 -0.01 -0.01
N -0.01299 -0.20827 -2.80120 0.07 -0.04 0.01
C -0.00941 -1.85864 2.91255 0.00 -0.01 0.00
C -0.63539 -3.04380 3.32385 0.00 0.00 0.00
C -0.60836 -3.40375 4.65196 0.00 0.00 0.00
C 0.03902 -2.59338 5.59231 0.00 0.00 0.00
C 0.65827 -1.42055 5.21035 0.00 0.00 0.00
C 0.62699 -1.06118 3.86874 0.00 0.01 0.00
H 1.68442 0.72479 4.10548 -0.01 0.00 0.00
H 1.68237 1.42725 1.89958 0.00 0.00 0.00
H -1.51857 -3.01813 -1.63126 0.00 0.00 0.00
H -1.73193 -2.71743 -4.24714 0.00 0.00 0.00
H -1.15443 -1.38841 -6.27912 0.00 0.00 0.00
H 0.20355 0.68908 -6.01124 0.00 0.00 0.00
H 0.89495 1.38904 -3.72356 0.00 0.01 0.00
H -1.14225 -3.65478 2.59016 0.00 0.00 0.00
H -1.09535 -4.31315 4.97553 0.00 0.00 0.00
H 0.05047 -2.88501 6.63390 0.00 0.00 0.00
H 1.15261 -0.79097 5.93979 0.00 0.00 0.00
C -3.88500 1.00206 -1.67203 -0.01 0.00 -0.02
C -2.83640 1.80238 -2.39576 -0.01 0.02 0.03
O -1.99756 2.53761 -1.42476 0.03 -0.09 -0.03
P -0.81897 1.95338 -0.60145 0.13 -0.06 0.12
O -0.93209 2.55640 0.83094 -0.10 0.02 -0.13
C -1.95858 3.51479 1.33913 0.03 0.02 0.09
C -1.32407 4.85405 1.58760 0.01 -0.01 -0.02
O 0.60253 2.44208 -1.21063 -0.08 0.03 0.05
C 1.29685 3.74263 -0.99285 0.04 -0.03 0.01
C 0.72103 4.78740 -1.90889 0.00 -0.01 -0.02
H -4.52769 0.50896 -2.40226 0.00 0.00 0.00
H -4.51311 1.64487 -1.05719 0.00 -0.01 0.01
H -3.43594 0.23127 -1.03996 0.00 0.00 0.01
H -3.26003 2.58604 -3.01662 0.00 0.01 0.01
H -2.18074 1.18383 -3.00627 -0.01 0.02 -0.01
H -2.32342 3.05205 2.25209 0.02 -0.01 -0.01
H -2.76187 3.56126 0.61045 -0.01 -0.01 -0.03
H -0.49774 4.78077 2.29375 0.00 0.00 0.00
H -2.07406 5.51711 2.02037 0.00 0.00 0.00
H -0.97341 5.31370 0.66344 0.00 0.00 -0.01
H 2.33912 3.52585 -1.20982 0.00 -0.01 0.00
H 1.18405 3.98865 0.06230 0.00 0.02 0.00
H 0.79008 4.47712 -2.95099 0.02 0.01 0.00
H 1.29826 5.70594 -1.79549 -0.01 0.01 0.01
H -0.31942 5.01215 -1.67470 -0.01 -0.01 0.01
S 2.60454 -0.97373 -1.23322 0.01 -0.07 -0.08
C 2.66689 -2.39745 -0.23531 -0.01 0.01 -0.02
N 3.16663 -2.44050 0.98985 -0.04 -0.01 0.05
C 3.21904 -3.81349 1.52288 0.01 0.00 0.00
C 2.64585 -4.64433 0.35071 0.00 0.00 0.00
N 2.28321 -3.60051 -0.62424 0.04 0.01 -0.01
H 3.67018 -1.66150 1.38074 0.02 0.00 -0.02
H 2.60659 -3.89075 2.41962 0.00 0.00 0.00
H 4.24244 -4.08761 1.76828 0.00 0.00 0.00
H 1.76821 -5.21656 0.64041 0.00 0.00 0.00
H 3.38213 -5.31889 -0.08187 0.00 0.00 0.00
H 2.04602 -3.78981 -1.58470 -0.02 0.00 0.00
```
Positions in Å, forces in eV/Å.

Calculated values
Highest occupied orbital energy: -16.8 eV
HOMO-LUMO gap: 7.4 eV
Total charge: +3
Max |F|: 0.00367 Eh/bohr
Energy above the lowest of the compared OMol25 structures with the same formula, charge and spin: 0.0 kcal/mol
E_LUMO: -0.3484 hartree
Multiplicity: 1

The Mulliken scheme yields these atomic charges, measured in e: 1.175, 0.138, -0.531, -0.153, 0.454, -1.543, 1.017, -0.725, 0.931, -0.739, -0.538, -0.706, -0.231, 0.110, 0.746, -0.275, -0.895, -0.480, -1.051, 0.226, 0.304, 0.683, 0.591, 0.550, 0.506, 0.491, 0.500, 0.545, 0.494, 0.462, 0.475, -1.128, 0.283, -0.388, 0.163, -0.203, -0.162, -1.121, -0.757, -0.306, -1.163, 0.436, 0.337, 0.267, 0.366, -0.094, 0.365, 0.282, 0.309, 0.431, 0.221, 0.387, 0.309, 0.320, 0.438, 0.290, -0.430, 0.069, 0.036, -0.414, -0.506, 0.016, 0.267, 0.219, 0.391, 0.306, 0.348, 0.288



- Number 1 is which compound?
  C15H20ClNO



- The highest HOMO-LUMO gap belongs to which entry?
  C15H20ClNO



- Look up the E_LUMO of the second one.
  -0.3484 hartree